11
Properties=species:S:1:pos:R:3:forces:R:3:lowdin_charge:R:1 method="wB97M-V/def2-TZVPD" de_lowest_ev=1.535 homo_lumo_gap_ev=11.045 fmax_ev_per_a=1.7
O 0.7866 1.1310 -1.4829 -0.136 -0.435 0.129 0.0882
N -0.6865 0.2098 1.5451 0.965 -0.541 1.214 -0.0702
C -0.1182 -0.2250 2.4899 -1.201 0.370 -1.167 0.0438
C 0.2800 0.3735 -0.6874 0.412 0.315 -0.459 -0.4341
C 0.5251 -1.1162 -0.6809 0.026 -0.110 -0.083 -0.0183
C -0.6565 0.9866 0.3386 -0.488 0.256 0.242 -0.1460
H 0.9739 -1.3939 -1.6346 -0.042 0.047 0.083 0.0860
H -0.4065 -1.6714 -0.5282 0.111 0.116 0.013 0.0888
H -1.6483 1.1709 -0.1381 0.562 -0.429 0.578 0.1442
H -0.2587 1.9491 0.6520 0.001 0.175 -0.417 0.1298
H 1.2091 -1.4143 0.1264 -0.209 0.235 -0.134 0.0879